Run a
Entry from the Open Molecules 2025 dataset: 2 unconnected molecules or ions with the total composition C6H10N5 (ωB97M-V/def2-TZVPD).

Bonds (Å) are listed after each position.
Geometry (Å):
1 C 0.75689 -1.57856 0.63542  C3 1.409, C4 1.363, H12 1.092
2 C 2.21876 0.20676 0.12722  C3 1.399, C5 1.362, H13 1.080
3 C 2.07821 -1.08831 0.63726  C1 1.409, C2 1.399, N10 1.310
4 C -0.23028 -0.77607 0.14490  C1 1.363, N9 1.316, H14 1.147
5 C 1.18165 1.02710 -0.19784  C2 1.362, N9 1.374, N11 1.351
6 C -4.97608 1.80775 -0.26055  N8 1.242, H15 1.097, H16 1.146
7 N -2.81100 0.79692 -0.32283  N8 1.149
8 N -3.84316 1.30041 -0.28870  C6 1.242, N7 1.149
9 N -0.07792 0.47831 -0.22130  C4 1.316, C5 1.374, H17 1.046
10 N 3.02804 -1.90417 1.02110  C3 1.310, H18 1.038, H19 1.045
11 N 1.28447 2.36096 -0.38380  C5 1.351, H20 1.043, H21 0.992
12 H 0.47096 -2.59223 0.92401  C1 1.092
13 H 3.21233 0.60315 0.27279  C2 1.080
14 H -1.35720 -0.93676 0.28525  C4 1.147
15 H -4.96286 2.66302 -0.94735  C6 1.097
16 H -5.88477 1.40751 0.31179  C6 1.146
17 H -0.90349 1.07687 -0.45429  N9 1.046
18 H 2.79129 -2.77242 1.53807  N10 1.038
19 H 3.99062 -1.66004 0.69448  N10 1.045
20 H 2.01965 2.87531 -0.91544  N11 1.043
21 H 0.40148 2.78505 -0.54146  N11 0.992

Calculated values
Net charge: +1
E_HOMO in eV: -12.1
Frontier orbital gap in eV: 9.2899

Run b
Entry from the Open Molecules 2025 dataset: a gas-phase ion, C6H10N5 (charge +1) (ωB97M-V/def2-TZVPD).

Bonds (Å) are listed after each position.
Geometry (Å):
1 C -0.36052 1.19040 -0.23294  C4 1.451, N9 1.301, H12 1.061
2 C -3.86946 0.75659 0.38638  N7 1.323, N8 1.323, H13 1.053
3 C -3.11144 -1.02812 -0.66331  N8 1.270, N10 1.347, H14 1.097
4 C -1.70671 0.65323 -0.29516  C1 1.451, N7 1.338, N10 1.347
5 C 2.05948 1.12547 -0.44444  N9 1.445, H15 1.171, H16 1.179, H17 1.013
6 C 0.42276 -1.34676 1.20328  N11 1.434, H18 1.082, H19 1.070, H20 1.163
7 N -2.70089 1.36233 0.25289  C2 1.323, C4 1.338
8 N -4.00945 -0.52242 0.07885  C2 1.323, C3 1.270
9 N 0.75881 0.52753 -0.25106  C1 1.301, C5 1.445, N11 1.325
10 N -1.89183 -0.52082 -0.92847  C3 1.347, C4 1.347
11 N 1.06277 -0.71746 0.08509  C6 1.434, N9 1.325, H21 1.024
12 H -0.26252 2.24609 -0.20321  C1 1.061
13 H -4.70911 1.34977 0.61490  C2 1.053
14 H -3.29987 -2.04192 -1.03703  C3 1.097
15 H 2.24954 1.43232 -1.55794  C5 1.171
16 H 2.23553 1.99504 0.33228  C5 1.179
17 H 2.75630 0.43124 -0.20270  C5 1.013
18 H 1.09281 -2.09835 1.59909  C6 1.082
19 H 0.08631 -0.55327 1.83774  C6 1.070
20 H -0.58090 -1.85198 0.90414  C6 1.163
21 H 1.42214 -1.37173 -0.61568  N11 1.024

Calculated values
Structure (SMILES): CN/[N+](C)=C\c1ncncn1
Net charge: +1
E_HOMO (spin up / spin down) in eV: -13.9 / -13.9
Frontier orbital gap (spin up / spin down) in eV: 8.2928 / 8.2934

Quick one: least stable of them? run b